Entry from the OMol25 dataset: 2 unconnected molecules or ions with the total composition CH7N3O2 (the ωB97M-V functional and the def2-TZVPD basis).

Cartesian coordinates (Å):
O  2.501  1.119  0.293
C  -1.771  -0.516  -0.096
H  -2.290  -0.518  0.867
H  0.466  0.499  1.388
H  2.830  0.439  0.902
H  -2.508  -0.569  -0.902
O  1.126  -1.020  -0.173
H  1.527  -1.407  -0.964
H  -1.168  -1.426  -0.148
N  0.461  1.045  0.522
N  0.957  0.334  -0.520
H  -1.177  1.356  -0.934
N  -0.954  0.663  -0.234

## Properties
M = 93.09 Da
E_tot = -356.75196 Ha
ΔE to the lowest compared entry with this formula, charge and spin = 173.0 kcal per mole
LUMO energy (alpha / beta) = 0.63 / 0.63 eV

=====

Entry from the OMol25 dataset: a gas-phase ion, C5H13NO (charge +1) (the ωB97M-V functional and the def2-TZVPD basis).

Cartesian coordinates (Å):
C  -2.353  -0.744  -0.258
H  1.975  0.116  -1.340
H  -0.977  0.521  0.716
C  1.183  0.682  -0.852
H  0.778  1.544  -1.374
H  2.584  1.589  0.383
H  -0.345  -0.112  -1.962
H  -2.296  -1.750  0.196
C  1.695  1.004  0.593
H  1.139  -0.997  1.351
H  2.804  -0.775  0.934
N  -1.263  0.141  -0.192
O  -3.495  -0.101  0.267
H  -4.148  0.055  -0.428
H  1.019  1.714  1.086
H  0.193  -1.307  -0.683
C  -0.037  -0.261  -0.916
H  2.177  -0.051  2.415
C  1.941  -0.254  1.369
H  -2.574  -1.013  -1.305

## Properties
<S²> = 0.754
net charge = +1
M = 103.16 Da
multiplicity = 2
E_tot = -327.94592 Ha
ΔE to the lowest compared entry with this formula, charge and spin = 43.5 kcal per mole
LUMO energy (alpha / beta) = -3.00 / -8.36 eV

=====

Entry from the OMol25 dataset: 7 unconnected molecules or ions with the total composition C29H40F8O19 (the ωB97M-V functional and the def2-TZVPD basis).

Cartesian coordinates (Å):
C  -2.564  2.337  -6.025
H  -3.875  -1.065  2.832
C  0.450  6.725  -0.079
O  -6.683  -0.503  0.939
F  -0.364  1.673  -0.697
H  -0.231  -0.815  -0.188
H  -3.386  0.495  3.014
O  -1.907  0.649  -3.013
H  1.021  -5.675  -2.626
H  -2.546  0.129  -5.876
C  2.749  5.888  0.877
H  1.184  -4.714  4.156
H  -4.615  -0.292  0.846
C  1.158  -1.497  2.164
C  3.622  0.982  -0.039
C  -2.515  0.982  -5.198
F  -2.355  1.383  0.014
O  2.666  2.393  2.960
C  -0.324  -1.666  1.773
H  0.024  7.514  -0.697
F  1.870  -1.523  1.043
H  1.067  -4.222  1.826
O  4.150  6.277  -2.318
H  3.356  6.343  1.659
C  -1.256  1.001  -4.199
H  2.916  -6.409  4.899
H  3.939  -0.050  0.115
H  4.884  2.817  -0.443
H  -1.823  -0.874  0.453
H  3.513  -4.821  4.253
H  0.290  5.809  -0.647
O  2.645  1.338  0.921
C  -5.487  0.286  1.152
O  -6.599  -0.407  3.091
H  2.681  -5.112  -2.498
H  1.823  -5.725  -1.058
C  -4.233  -0.138  3.280
H  -5.464  1.249  0.642
F  -0.537  -2.922  1.390
O  0.698  -6.577  3.688
H  -1.623  2.472  -6.558
H  3.708  0.824  -2.129
H  3.568  -6.405  3.314
H  2.023  5.129  1.170
O  -1.753  -2.353  -1.932
C  -0.589  -2.687  -2.174
H  -0.084  3.369  1.083
C  1.549  -5.171  2.061
O  -3.633  0.993  -4.333
H  -0.116  6.671  0.851
H  2.572  2.095  -1.542
C  1.405  -3.696  -1.723
C  3.033  -5.772  4.022
C  3.471  6.342  -1.316
O  -3.998  -0.030  -2.381
H  2.109  0.420  -1.427
H  1.658  -3.511  -3.881
O  2.513  7.212  -1.095
H  -4.411  -0.240  4.351
C  4.793  1.934  0.189
C  -5.514  0.349  2.672
O  -0.607  -7.827  2.226
H  1.990  -3.432  -0.841
H  2.504  -5.084  1.542
C  1.724  -5.150  -1.979
H  -3.369  2.359  -6.759
H  -2.786  3.225  -5.432
O  0.206  -2.253  -3.086
C  0.194  -6.923  2.463
C  2.966  1.092  -1.377
H  2.069  -2.039  -2.886
H  -0.535  0.228  -4.465
H  -0.810  1.995  -4.220
O  0.836  -6.250  1.542
O  -8.193  -1.551  2.120
C  -0.791  -0.669  0.735
O  -0.589  0.672  1.147
C  1.940  6.926  0.197
O  3.520  5.427  -0.267
O  4.534  2.376  1.525
F  -1.602  2.959  2.328
C  -1.175  1.734  0.351
F  1.641  -2.397  3.068
H  2.105  7.837  0.773
C  1.411  -2.898  -3.014
H  5.753  1.451  0.006
C  -1.128  3.056  1.086
C  -3.244  0.497  -3.159
F  -1.114  -1.493  2.888
F  -1.632  4.049  0.369
C  3.237  2.139  1.896
C  1.602  -5.516  3.547
H  1.518  -0.579  2.630
C  -7.201  -0.899  2.050
O  0.018  -3.687  -1.456
H  -5.613  1.421  2.843

## Properties
M = 844.60 Da
E_tot = -3357.50677 Ha
ΔE to the lowest compared entry with this formula, charge and spin = 82.8 kcal per mole
LUMO energy = -0.10 eV